9
Properties=species:S:1:pos:R:3:forces:R:3:nbo_charge:R:1 method="wB97M-V/def2-TZVPD" lumo_ev=-0.13 smiles="BrC1=NSNC1" e_above_lowest_ev=1.381 largest_force_ha_per_bohr=0.059
Br -3.2539 -0.0227 0.0596 -0.52 -0.25 0.02 0.08
C -1.6265 0.9028 0.0146 0.46 -1.99 -0.43 0.11
N -1.5894 2.1274 0.0369 2.36 1.80 0.65 -0.45
S 0.4195 2.4578 -0.0389 -2.23 -0.90 0.01 0.48
N 0.7442 0.8283 0.1805 0.39 -1.11 0.76 -0.77
C -0.3664 0.0281 -0.3501 0.37 -0.14 0.80 -0.30
H 1.0129 0.4918 1.1517 -0.72 1.04 -1.51 0.39
H -0.2460 -1.0586 0.0692 -0.77 2.10 -1.00 0.24
H -0.4596 0.0984 -1.4638 0.66 -0.54 0.70 0.23